Entry 1:
ORCA calculation (wB97M-V/def2-TZVPD) on a structure of composition C30H47Cl2IrN2PSe.

Last column: Mulliken spin population.
Positions of all 84 atoms, in Å:
P 0.9355 -0.9585 -1.2255  -0.015
C 1.3616 -2.6127 -0.4272  -0.009
C 2.3669 -3.5278 -1.1315  0.003
C 2.4053 -4.8958 -0.4389  0.001
C 2.6708 -4.7915 1.0679  0.001
C 1.7423 -3.7933 1.7676  0.000
C 1.7130 -2.4326 1.0549  0.029
C 2.4830 0.0985 -1.1060  -0.030
C 3.8189 -0.5817 -1.3874  -0.001
C 4.9457 0.4603 -1.4212  0.000
C 4.9981 1.2988 -0.1390  0.000
C 3.6386 1.8935 0.2473  0.001
C 2.5068 0.8537 0.2321  0.020
C 0.9830 -1.4058 -3.0323  -0.001
C -0.1300 -2.4270 -3.3219  0.002
C -0.1906 -2.7939 -4.8100  -0.001
C -0.2871 -1.5624 -5.7185  0.000
C 0.7905 -0.5186 -5.4065  0.001
C 0.8540 -0.1539 -3.9157  0.005
H 0.3711 -3.1072 -0.4705  -0.005
H 3.3694 -3.0826 -1.1054  0.000
H 2.1119 -3.6605 -2.1911  0.000
H 3.1714 -5.5194 -0.9156  0.000
H 1.4362 -5.3893 -0.5953  0.000
H 2.5551 -5.7806 1.5246  0.000
H 3.7126 -4.4834 1.2293  0.000
H 0.7192 -4.1938 1.7743  0.002
H 2.0476 -3.6518 2.8116  0.000
H 0.9651 -1.7875 1.5360  -0.019
H 2.6964 -1.9480 1.1569  0.001
H 2.3139 0.8471 -1.8998  0.004
H 4.7871 1.1235 -2.2828  0.000
H 3.7954 -1.1348 -2.3377  0.000
H 4.0382 -1.3092 -0.5929  0.000
H 5.9043 -0.0504 -1.5745  0.000
H 5.7301 2.1050 -0.2630  0.000
H 5.3598 0.6690 0.6848  0.000
H 3.6978 2.3498 1.2424  0.001
H 3.3842 2.6895 -0.4652  0.001
H 1.5357 1.3452 0.3989  -0.007
H 2.6581 0.1456 1.0595  -0.003
H 1.9686 -1.8703 -3.2301  -0.001
H 0.0127 -3.3436 -2.7315  -0.001
H -1.0955 -2.0023 -3.0084  0.002
H 0.7155 -3.3590 -5.0680  0.000
H -1.0456 -3.4587 -4.9788  0.000
H -1.2755 -1.1022 -5.5884  0.000
H -0.2086 -1.8698 -6.7671  0.000
H 0.6189 0.3917 -5.9923  0.000
H 1.7692 -0.9164 -5.7075  0.000
H 1.7050 0.5224 -3.7576  -0.002
H -0.0493 0.4046 -3.6266  0.002
Ir -2.2685 0.8032 1.0359  1.960
Cl -1.3137 2.2881 -0.4103  0.244
Cl -1.8609 -1.4303 1.4486  0.174
C -2.3281 2.0461 2.4675  0.647
H -3.0568 2.8793 2.4412  0.116
C -1.3489 2.1291 3.5329  0.009
C -1.3088 3.2160 4.4604  0.185
C -0.2794 3.2765 5.3750  -0.110
C 0.7137 2.2798 5.4155  0.229
C 0.6526 1.1978 4.5230  -0.123
C -0.3888 1.1051 3.6079  0.245
H -2.0923 3.9761 4.4305  0.018
H -0.2273 4.1065 6.0835  -0.006
H 1.4184 0.4261 4.5450  -0.008
H -0.5003 0.2648 2.9214  -0.020
H 1.5287 2.3413 6.1384  0.021
C -5.5379 2.1986 3.7790  0.013
N -5.7946 2.8358 2.5050  0.050
C -6.4469 4.0561 2.3542  0.005
C -6.5636 4.2819 1.0209  0.001
N -5.9709 3.2053 0.3639  0.037
C -5.9493 3.0191 -1.0766  0.009
C -5.4811 2.3250 1.2804  0.167
Se -4.6049 0.7027 0.9465  0.160
H -6.4753 2.1233 4.3472  -0.003
H -4.8169 2.7737 4.3736  0.004
H -5.1382 1.1935 3.6074  -0.011
H -6.7695 4.6408 3.2029  0.005
H -7.0199 5.0932 0.4765  0.007
H -6.9747 3.0561 -1.4674  -0.012
H -5.3828 3.8171 -1.5704  0.002
H -5.4952 2.0500 -1.3159  0.002

Summary:
Net charge: -1
Multiplicity: 5
Expectation value of S²: 6.049
F_max: 4.246 eV Å⁻¹
Calculated total energy: -137372.2668 eV


Entry 2:
ORCA calculation (wB97M-V/def2-TZVPD) on a cluster of 12 separate species, C5H35NO13 in total.

Last column: Mulliken charge in e.
Positions of all 54 atoms, in Å:
C -1.7612 1.7205 -0.9762  -0.245
O -0.6881 2.5889 -1.3610  -0.495
C -1.2542 0.8494 0.2414  0.817
C 0.3461 0.9653 0.3392  0.192
C 0.9941 -0.3301 0.7953  -0.441
C 1.3903 -1.3188 -0.3224  1.080
O 2.1210 -2.3619 0.2462  -0.622
N -1.8628 1.0779 1.5126  -0.578
H -2.7538 2.1082 -0.6763  0.355
H -1.8826 0.8700 -1.6547  -0.149
H -0.6814 3.4202 -0.8610  0.291
H -1.4450 -0.2509 -0.0089  -0.149
H 0.6083 1.8181 1.0251  -0.955
H 0.6679 1.2616 -0.6685  0.305
H 0.4189 -0.7697 1.6337  0.139
H 1.9916 -0.1574 1.3161  0.335
H 2.0988 -0.7459 -1.0639  0.249
H 0.4648 -1.7145 -0.7845  -0.753
H 1.8040 -2.5983 1.1270  0.434
H -1.4751 0.8024 2.3734  0.267
H -2.8996 1.1316 1.3994  0.269
H -0.3543 0.6037 -4.7527  0.318
H -0.6225 1.5804 -3.7290  0.317
O -1.1245 0.9270 -4.2968  -0.646
H 1.4296 2.8849 1.7938  0.209
H 2.9024 2.5488 2.1595  0.393
O 2.0740 2.9844 2.4835  -0.697
H 2.3445 3.1475 -1.8784  0.287
H 3.1301 1.9046 -2.7616  0.252
O 2.5329 2.2877 -2.1685  -0.567
H -0.2974 0.2007 4.4339  0.294
H 1.0900 0.8150 4.0857  0.319
O 0.5892 -0.0149 4.1818  -0.618
H 2.8320 -2.0732 -3.8574  0.308
H 1.4468 -2.2939 -3.0626  0.342
O 1.8755 -2.0004 -3.9309  -0.634
H -3.7710 -0.8674 -0.9116  0.323
H -5.1246 -0.8582 -1.5261  0.306
O -4.6068 -0.4391 -0.8221  -0.627
H -1.5669 -0.8263 -2.5905  0.304
H -0.6715 -1.9520 -1.9744  0.104
O -1.4830 -1.4267 -1.8536  -0.516
H -0.7282 -4.9551 -1.5677  0.309
H -1.6268 -3.6683 -1.4412  0.339
O -1.4955 -4.5560 -1.1919  -0.626
H -3.2931 0.7730 3.4677  0.302
H -2.7362 -0.4281 4.2252  0.326
O -2.8349 0.5246 4.2448  -0.669
H 0.8077 -2.2972 2.9821  0.297
H 0.4051 -3.7474 3.0338  0.310
O 0.9737 -3.1375 2.5322  -0.676
H 3.5245 2.4394 -0.2449  0.257
H 4.6820 1.9321 0.4720  0.287
O 3.8026 2.2333 0.6592  -0.575

Summary:
Structure (SMILES): N[C@@H](CO)CCCO.O.O.O.O.O.O.O.O.O.O.O
Energy relative to the best compared isomer or geometry (same formula, charge and spin): 4.872 eV
F_max: 3.849 eV Å⁻¹
Calculated total energy: -33857.9320 eV


Entry 3:
ORCA calculation (wB97M-V/def2-TZVPD) on a cluster of 2 separate species, C6H12NOS in total.

Last column: Mulliken charge in e.
Positions of all 21 atoms, in Å:
C -1.6451 -0.1037 -0.7417  0.861
C 0.5745 0.2657 0.9399  -0.699
C -0.7859 0.5610 0.3749  0.579
C -1.8527 -1.5258 -0.5154  -1.120
C 2.5843 -0.4928 -0.2801  -1.211
C 1.4295 -0.9607 0.5489  -0.164
N -1.1503 2.5363 -0.0090  -0.539
O -1.9823 0.6503 -1.6347  -0.555
S -0.9065 0.3020 1.9969  -0.070
H 1.3278 1.0031 1.2372  0.560
H -0.9923 -2.0331 -0.9992  0.299
H -2.8602 -1.9018 -0.9904  0.353
H -1.6848 -1.8745 0.6061  0.326
H 3.0604 -1.4778 -0.6678  0.343
H 3.4695 0.0062 0.2953  0.339
H 2.4196 -0.0783 -1.3106  0.333
H 1.6891 -1.4546 1.4793  0.349
H 0.9670 -1.7849 -0.0734  0.139
H -1.4925 3.1061 0.7293  0.293
H -1.8459 2.3431 -0.6877  0.314
H -0.3230 2.9142 -0.2977  0.270

Summary:
Net charge: +1
Energy relative to the best compared isomer or geometry (same formula, charge and spin): 2.722 eV
F_max: 4.326 eV Å⁻¹
Calculated total energy: -20779.7497 eV


Entry 4:
ORCA calculation (wB97M-V/def2-TZVPD) on a cluster of 2 separate species, C6H10O2 in total.

Last column: Mulliken charge in e.
Positions of all 18 atoms, in Å:
C -1.2828 -0.3140 -0.7830  -1.022
C -2.1932 -0.7974 -0.0126  0.251
C 1.9080 0.1907 0.1958  0.135
C 1.3553 -1.0595 0.6432  0.510
C -3.3690 -0.0029 0.4049  -1.028
C 2.7931 0.3377 -0.9835  -0.989
O 0.7685 -2.0611 0.3989  -0.495
O 2.3125 -0.5299 1.4164  -0.427
H -0.5903 -1.0499 -1.1993  0.342
H -0.9717 0.6629 -0.8631  0.343
H -2.2303 -1.8587 0.4104  0.305
H 1.3628 1.0516 0.5198  0.412
H -3.4249 0.9804 -0.2107  0.267
H -3.1046 0.2987 1.4291  0.237
H -4.3083 -0.6377 0.3107  0.299
H 2.1282 0.4641 -1.8238  0.276
H 3.4942 -0.5582 -1.2276  0.301
H 3.5941 1.1771 -0.7888  0.281

Summary:
Structure (SMILES): C[C@@H]1OC1=O.C=CC
Energy relative to the best compared isomer or geometry (same formula, charge and spin): 3.423 eV
F_max: 4.061 eV Å⁻¹
Calculated total energy: -10475.7470 eV


Entry 5:
ORCA calculation (wB97M-V/def2-TZVPD) on a cluster of 2 separate species, C28H33BF4NO2S2 in total.

Last column: Mulliken charge in e.
Positions of all 71 atoms, in Å:
C 0.9687 -2.5719 6.7425  -0.564
C 1.6457 -1.4209 7.0716  -0.842
C 2.0602 -0.5348 5.9389  0.999
C 3.3835 -0.2939 5.6819  -0.638
C 3.7147 0.4920 4.5990  -0.597
C 2.7759 1.0364 3.7708  -0.199
C 1.4426 0.7960 4.0750  0.244
C 1.0700 0.0258 5.1359  -0.345
C 0.3543 1.3847 3.2159  0.250
O -0.8219 1.3339 3.5412  -0.670
C 0.7775 2.0029 1.9093  0.513
C -0.2364 2.3485 1.0392  -1.389
C 0.1269 2.8742 -0.1683  -0.065
C 1.4428 3.0698 -0.5550  0.626
C 1.7150 3.6228 -1.9404  -1.522
C 2.2411 2.5958 -2.9603  -0.675
C 1.1225 1.7944 -3.6806  -1.237
C 0.2926 0.9314 -2.7031  -0.479
N -0.0950 -0.3968 -3.2503  0.110
C 0.4509 -1.5015 -2.4215  -0.760
C 1.8261 -1.9585 -2.8941  -0.643
C 2.4612 -3.0055 -1.9301  -0.463
C 1.4317 -3.9058 -1.2204  -1.182
C -1.5473 -0.4712 -3.0816  -0.010
S -2.5177 -0.5384 -4.3627  -0.213
S -2.1357 -0.5067 -1.3909  0.167
C -3.9330 -0.7001 -1.4906  -0.285
C -4.6780 0.3466 -0.6396  -0.540
C -4.4607 0.1825 0.8794  -0.876
C 2.4199 2.7495 0.3513  -0.130
C 2.0987 2.2176 1.5745  0.234
C 3.1522 1.8593 2.5714  0.232
O 4.3217 2.2015 2.4339  -0.672
H 1.4221 -3.5522 6.8847  0.245
H -0.0193 -2.4413 6.2957  0.283
H 1.9030 -1.1501 8.0987  0.358
H 4.1679 -0.7243 6.2938  0.437
H 4.7729 0.6395 4.4004  0.451
H 0.0250 -0.1728 5.3415  0.514
H -1.2754 2.1857 1.2936  0.419
H -0.6662 3.1207 -0.8711  0.300
H 2.4755 4.4080 -1.8326  0.487
H 0.7993 4.1055 -2.2948  0.375
H 2.9188 1.8473 -2.5291  0.326
H 2.7880 3.1048 -3.7632  0.446
H 0.4453 2.5631 -4.0836  0.385
H 1.5001 1.2449 -4.5455  0.423
H 0.8809 0.7907 -1.7860  0.355
H -0.5984 1.5054 -2.4474  0.532
H 0.5218 -1.2580 -1.3515  0.222
H -0.2405 -2.3381 -2.5461  0.847
H 1.8170 -2.3796 -3.9053  0.324
H 2.5528 -1.1334 -2.9325  0.042
H 3.0003 -2.4731 -1.1360  0.273
H 3.1573 -3.6620 -2.4595  0.383
H 0.8000 -3.3492 -0.5216  0.256
H 1.9095 -4.7282 -0.6783  0.390
H 0.7326 -4.3659 -1.9310  0.307
H -4.2706 -0.5772 -2.5208  -0.056
H -4.2211 -1.6828 -1.1139  0.329
H -4.4083 1.3598 -0.9596  0.332
H -5.7328 0.2118 -0.9020  0.308
H -3.7639 0.9225 1.2832  0.089
H -4.1931 -0.8392 1.1609  0.272
H -5.4175 0.3913 1.3778  0.386
H 3.4634 2.8898 0.0778  0.556
B -6.0246 -2.1055 -4.2519  0.629
F -7.1226 -2.9845 -4.3332  -0.388
F -5.4908 -1.8901 -5.5374  -0.398
F -6.4457 -0.8700 -3.6991  -0.427
F -5.0326 -2.6726 -3.4167  -0.392

Summary:
Net charge: -1
F_max: 3.072 eV Å⁻¹
Calculated total energy: -68378.8883 eV


Entry 6:
ORCA calculation (wB97M-V/def2-TZVPD) on a cluster of 2 separate species, C2H2ClFO2 in total.

Last column: Mulliken charge in e.
Positions of all 8 atoms, in Å:
C -0.1029 -0.4769 2.2015  -0.044
C 0.5621 0.7754 -1.5504  0.281
O 0.2633 0.8183 1.9350  -0.318
O -0.1640 1.6165 -1.1694  -0.341
F 0.0197 -0.3282 -2.1757  -0.215
Cl -1.7496 -0.6050 2.1038  -0.009
H 1.7185 0.7219 -1.4900  0.278
H 1.1758 0.9466 1.8371  0.369

Summary:
Energy relative to the best compared isomer or geometry (same formula, charge and spin): 2.844 eV
F_max: 4.275 eV Å⁻¹
Calculated total energy: -21438.5132 eV


Entry 7:
ORCA calculation (wB97M-V/def2-TZVPD) on an isolated molecule of C10H8BrN5.

Last column: Mulliken charge in e.
Positions of all 24 atoms, in Å:
Br -5.7874 1.8718 0.7946  -0.165
N 0.8386 -0.4486 -0.2668  -0.620
N -0.2746 2.5385 1.6937  -0.670
C 2.1233 -0.4871 -0.5584  0.152
C -3.7923 -0.1606 0.2017  -0.503
C -2.3298 -0.2677 0.2028  -0.207
C -4.0660 1.1258 0.6016  -0.150
C -1.7816 0.9203 0.6962  -0.224
C 0.9407 3.0730 1.8884  -0.428
C -0.4325 1.3733 1.0399  0.461
C 2.0781 2.4451 1.4491  -0.647
C 0.6852 0.6608 0.5553  0.763
C 1.9326 1.2155 0.7657  0.377
N 2.5581 -1.4515 -1.4130  -0.415
N -2.8753 1.7415 0.8796  -0.093
N 2.8611 0.4628 0.1224  -0.067
H -4.5467 -0.9428 -0.0216  0.395
H -1.7650 -1.1529 -0.1014  0.445
H 1.0551 4.0273 2.4093  0.364
H 3.0589 2.9075 1.5180  0.343
H 3.5883 -1.4836 -1.5294  0.226
H 1.9314 -2.2144 -1.5938  0.252
H -2.8100 2.6233 1.2802  0.193
H 3.8588 0.5169 0.2573  0.219

Summary:
Structure (SMILES): Nc1nc2c(-c3ccc(Br)[nH]3)nccc2[nH]1
F_max: 3.103 eV Å⁻¹
Calculated total energy: -87993.1682 eV


Entry 8:
ORCA calculation (wB97M-V/def2-TZVPD) on an isolated molecule of C18H16N4O4S2.

Last column: Mulliken charge in e.
Positions of all 44 atoms, in Å:
C -4.5591 -2.7758 -1.2849  -1.569
C -3.3518 -2.8354 -2.1771  0.799
C -3.4906 -3.1577 -3.5181  -0.620
C -2.3960 -3.2215 -4.3631  -0.711
C -1.1322 -2.9599 -3.8654  -0.685
C -0.9633 -2.6357 -2.5321  -0.588
C -2.0647 -2.5717 -1.6861  0.620
N -1.9336 -2.2440 -0.3329  -0.014
C -0.8225 -1.9486 0.3597  0.454
N 0.3979 -1.9039 -0.0782  0.084
N 1.2849 -1.5493 0.8349  -0.969
C 0.8027 -1.3062 1.9923  0.547
S 1.7361 -0.8478 3.3817  -0.145
C 1.0514 0.8526 3.6414  -1.294
C 1.7237 1.8048 2.7141  0.842
C 2.8707 2.4729 3.0987  -0.670
C 3.5250 3.3135 2.2058  -0.378
C 3.0423 3.5039 0.9183  -0.751
C 1.8992 2.8420 0.5147  0.978
C 1.2435 1.9834 1.4045  0.316
O 0.1201 1.3161 1.0418  -0.413
C -0.1799 1.3541 -0.3399  -0.491
O -0.0438 2.6132 -0.8871  -0.460
C 1.3083 3.0337 -0.8562  -0.885
H 1.3017 4.0891 -1.1350  0.445
H 1.8942 2.4729 -1.6023  0.299
H -1.2298 1.0641 -0.4303  0.147
H 0.4631 0.6188 -0.8574  0.564
H 3.5622 4.1701 0.2471  0.546
N 4.7120 4.0079 2.6264  1.038
O 5.2784 4.7000 1.8069  -0.631
O 5.0717 3.8641 3.7753  -0.629
H 3.2749 2.3441 4.0914  0.533
H 1.2705 1.0845 4.6811  0.551
H -0.0229 0.8008 3.4764  0.385
S -0.9634 -1.5314 2.0736  -0.265
H -2.7919 -2.2446 0.1981  0.224
H 0.0161 -2.4363 -2.1311  0.579
H -0.2706 -3.0091 -4.5133  0.402
H -2.5323 -3.4758 -5.4029  0.377
H -4.4773 -3.3637 -3.9067  0.335
H -4.4839 -3.4980 -0.4705  0.369
H -5.4539 -3.0106 -1.8549  0.374
H -4.6871 -1.7796 -0.8585  0.360

Summary:
Energy relative to the best compared isomer or geometry (same formula, charge and spin): 2.953 eV
F_max: 1.790 eV Å⁻¹
Calculated total energy: -54743.2343 eV